Entry from the OMol25 dataset: a molecular structure, C36H37F10N8Rb (ωB97M-V with the def2-TZVPD basis set).

orbital gap: 0.1695 hartree
net charge: -2
multiplicity: 1
HOMO level: -0.0366 Eh

Geometry as XYZ:
```
92
Properties=species:S:1:pos:R:3:lowdin_charge:R:1
Rb -0.054 0.242 -0.061 0.70
C 0.219 1.425 3.897 -0.06
N 1.455 1.058 3.124 -0.20
C 1.981 2.148 2.311 -0.09
C 2.273 0.089 3.685 -0.20
C 2.460 -0.075 5.064 -0.07
C 3.363 -0.974 5.554 -0.17
C 4.136 -1.780 4.716 -0.14
C 3.904 -1.735 3.353 -0.07
C 3.008 -0.799 2.784 -0.24
N 2.686 -0.762 1.433 0.02
C 3.649 -1.116 0.502 -0.27
C 4.983 -0.722 0.626 -0.07
C 5.865 -0.718 -0.442 -0.15
C 5.445 -1.260 -1.637 -0.18
C 4.212 -1.872 -1.784 -0.05
C 3.232 -1.737 -0.737 -0.19
N 1.971 -2.280 -0.900 -0.20
C 1.347 -3.120 0.182 -0.07
C 1.508 -2.639 -2.278 -0.07
H 0.451 1.836 4.903 0.07
H -0.376 0.511 4.083 0.08
H -0.323 2.106 3.253 0.07
H 2.502 2.930 2.905 0.08
H 1.141 2.599 1.767 0.06
H 2.715 1.816 1.571 0.08
H 1.955 0.570 5.737 0.08
H 3.526 -1.063 6.639 0.08
H 4.882 -2.486 5.116 0.09
H 4.270 -2.480 2.662 0.10
H 5.231 -0.194 1.536 0.10
H 6.863 -0.280 -0.305 0.09
H 6.182 -1.323 -2.441 0.08
H 3.995 -2.417 -2.701 0.08
H 1.699 -4.184 0.109 0.09
H 0.256 -3.039 0.131 0.05
H 1.671 -2.697 1.140 0.06
H 2.115 -3.414 -2.774 0.07
H 1.561 -1.719 -2.902 0.10
H 0.475 -3.007 -2.232 0.07
C 1.851 3.619 -1.652 -0.10
N 0.754 2.733 -2.110 -0.23
C 1.036 2.305 -3.446 -0.26
C -0.008 1.404 -4.119 -0.25
N -0.713 0.582 -3.111 -0.02
C -1.507 -0.365 -3.606 -0.24
C -1.886 -1.553 -2.849 -0.14
F -1.599 -1.660 -1.505 -0.05
C -2.600 -2.624 -3.425 -0.14
F -2.734 -3.733 -2.621 0.05
C -2.967 -2.651 -4.771 -0.18
F -3.653 -3.696 -5.268 0.06
C -2.784 -1.429 -5.454 -0.18
F -3.250 -1.308 -6.705 0.08
C -2.276 -0.314 -4.814 -0.14
F -2.513 0.898 -5.419 0.04
C -0.575 3.386 -1.989 -0.18
C -0.964 3.764 -0.544 -0.25
N -1.673 2.753 0.216 -0.03
C -2.970 2.705 0.038 -0.24
C -3.837 3.651 -0.656 -0.14
F -3.520 4.977 -0.697 0.02
C -5.131 3.378 -1.021 -0.18
F -5.837 4.326 -1.642 0.09
C -5.730 2.156 -0.629 -0.20
F -6.989 1.891 -0.895 0.08
C -5.039 1.373 0.329 -0.15
F -5.742 0.398 0.962 0.06
C -3.735 1.660 0.621 -0.17
F -2.988 0.839 1.412 0.02
H 1.865 4.654 -2.052 0.08
H 1.848 3.671 -0.550 0.06
H 2.808 3.153 -1.957 0.08
H 1.238 3.160 -4.150 0.11
H 2.020 1.755 -3.457 0.12
H -0.749 1.988 -4.723 0.10
H 0.503 0.749 -4.881 0.12
H -0.619 4.245 -2.724 0.12
H -1.304 2.682 -2.421 0.10
H -0.034 3.920 0.036 0.08
H -1.503 4.736 -0.551 0.10
C -2.756 -4.140 3.271 -0.03
N -2.973 -2.710 3.085 -0.21
C -4.227 -2.100 3.492 -0.04
C -2.069 -1.975 2.515 -0.30
N -1.188 -1.434 1.990 0.13
H -3.621 -4.729 2.949 0.08
H -2.554 -4.332 4.352 0.09
H -1.842 -4.387 2.736 0.09
H -5.072 -2.593 3.000 0.09
H -4.289 -1.042 3.233 0.09
H -4.339 -2.171 4.588 0.09
```


Entry from the OMol25 dataset: a molecular structure, C36H37MoNP2 (ωB97M-V with the def2-TZVPD basis set).

⟨S²⟩: 2.02
orbital gap (spin up / spin down): 0.2168 / 0.1842 hartree
net charge: +2
multiplicity: 3
HOMO level (spin up / spin down): -0.4933 / -0.4921 Eh

Geometry as XYZ:
```
77
Properties=species:S:1:pos:R:3:lowdin_charge:R:1
Mo -2.010 3.328 2.914 1.43
C -0.552 4.741 3.768 -0.24
C 0.106 3.677 3.081 -0.28
C 0.820 2.504 3.748 -0.17
C -0.053 1.234 3.942 -0.17
C -1.535 1.514 4.079 -0.23
C -1.974 2.504 5.017 -0.18
C -1.057 3.382 5.848 -0.15
C -0.740 4.781 5.252 -0.17
C -2.760 3.666 0.977 -0.18
H -0.494 5.712 3.269 0.14
H 0.513 3.965 2.106 0.09
H 1.276 2.798 4.709 0.12
H 1.667 2.244 3.086 0.11
H 0.145 0.568 3.092 0.11
H 0.338 0.684 4.813 0.14
H -2.218 0.685 3.831 0.13
H -2.975 2.361 5.436 0.13
H -0.118 2.873 6.103 0.12
H -1.570 3.579 6.804 0.14
H -1.577 5.454 5.496 0.11
H 0.140 5.217 5.763 0.15
H -3.019 4.737 0.939 0.04
H -3.658 3.019 0.938 0.04
H -2.024 3.393 0.215 0.02
P 1.546 -0.420 -2.650 1.09
P -0.793 -2.508 -2.064 1.12
C 1.857 -1.879 -1.650 -0.32
C 0.883 -2.810 -1.473 -0.32
C 2.867 -0.552 -3.936 -0.37
C 4.033 -1.304 -3.734 -0.09
C 5.020 -1.347 -4.722 -0.06
C 4.815 -0.707 -5.949 -0.05
C 3.609 -0.038 -6.198 -0.06
C 2.645 0.051 -5.193 -0.10
C 2.051 0.882 -1.458 -0.36
C 1.144 1.062 -0.399 -0.10
C 1.318 2.116 0.484 -0.11
C 2.412 2.983 0.377 -0.06
C 3.376 2.728 -0.606 -0.05
C 3.198 1.687 -1.527 -0.05
C -1.123 -4.140 -2.886 -0.35
C -0.360 -4.441 -4.035 -0.10
C -0.587 -5.619 -4.751 -0.06
C -1.566 -6.528 -4.327 -0.04
C -2.286 -6.264 -3.156 -0.05
C -2.062 -5.082 -2.435 -0.07
C -1.794 -2.620 -0.548 -0.40
C -3.129 -2.177 -0.637 -0.10
C -3.964 -2.286 0.470 -0.07
C -3.468 -2.794 1.678 -0.06
C -2.136 -3.209 1.771 -0.07
C -1.291 -3.113 0.662 -0.08
H 2.839 -1.942 -1.173 0.09
H 1.078 -3.776 -0.999 0.10
H 4.175 -1.857 -2.807 0.09
H 5.951 -1.884 -4.529 0.12
H 5.592 -0.730 -6.715 0.12
H 3.420 0.408 -7.178 0.12
H 1.707 0.578 -5.376 0.10
H 0.297 0.385 -0.276 0.10
H 0.555 2.255 1.243 0.05
H 2.513 3.838 1.053 0.11
H 4.267 3.357 -0.646 0.12
H 3.955 1.501 -2.289 0.11
H 0.408 -3.740 -4.368 0.10
H -0.006 -5.835 -5.651 0.12
H -1.762 -7.439 -4.905 0.12
H -3.023 -6.989 -2.794 0.12
H -2.618 -4.908 -1.511 0.11
H -3.498 -1.756 -1.574 0.11
H -5.006 -1.974 0.395 0.12
H -4.124 -2.866 2.547 0.11
H -1.757 -3.623 2.707 0.11
H -0.254 -3.435 0.737 0.10
N -4.172 5.475 4.104 0.07
C -3.422 4.668 3.674 -0.34
```


Entry from the OMol25 dataset: 2 unconnected molecules or ions with the total composition C36H37N2 (ωB97M-V with the def2-TZVPD basis set).

orbital gap: 0.1495 hartree
net charge: +1
multiplicity: 1
HOMO level: -0.3332 Eh

Geometry as XYZ:
```
75
Properties=species:S:1:pos:R:3:lowdin_charge:R:1
C 3.563 3.331 -1.586 -0.09
C 2.340 2.689 -1.361 -0.10
C 2.196 1.781 -0.321 -0.05
C 3.289 1.489 0.523 -0.24
C 3.243 0.451 1.537 -0.01
C 2.903 -0.863 1.308 -0.20
N 3.020 -1.821 2.301 -0.08
C 3.350 -1.359 3.648 -0.18
C 3.096 -2.417 4.718 -0.18
C 3.736 -3.754 4.360 -0.20
C 3.347 -4.229 2.968 -0.18
C 3.460 -3.154 1.888 -0.16
C 2.392 -1.329 -0.018 -0.20
C 3.125 -1.156 -1.201 -0.02
C 2.596 -1.574 -2.424 -0.07
C 1.309 -2.118 -2.486 -0.10
C 0.589 -2.329 -1.305 -0.09
C 1.154 -1.991 -0.075 -0.05
C 4.480 2.225 0.361 -0.04
C 4.629 3.094 -0.711 -0.09
H 3.686 4.018 -2.422 0.10
H 1.491 2.901 -2.008 0.06
H 1.250 1.268 -0.140 0.11
H 3.670 0.703 2.512 0.10
H 4.410 -1.049 3.703 0.13
H 2.755 -0.462 3.873 0.12
H 3.503 -2.045 5.664 0.11
H 2.016 -2.529 4.865 0.12
H 4.825 -3.648 4.410 0.12
H 3.457 -4.511 5.096 0.11
H 3.993 -5.058 2.661 0.11
H 2.322 -4.619 2.966 0.11
H 2.881 -3.469 1.010 0.11
H 4.514 -3.109 1.545 0.13
H 4.112 -0.695 -1.144 0.13
H 3.190 -1.461 -3.331 0.11
H 0.866 -2.360 -3.453 0.10
H -0.413 -2.757 -1.332 0.09
H 0.624 -2.196 0.859 0.12
H 5.292 2.044 1.066 0.12
H 5.581 3.598 -0.865 0.10
C -3.881 -0.458 -4.080 0.01
C -3.956 -0.278 -2.623 -0.16
N -4.688 -1.121 -1.854 -0.01
C -5.323 -2.340 -2.342 0.02
C -4.705 -0.684 -0.528 -0.15
C -3.898 0.478 -0.453 -0.11
C -3.693 1.061 0.790 -0.01
C -4.282 0.473 1.922 -0.05
C -5.051 -0.700 1.827 -0.05
C -5.287 -1.292 0.575 0.01
C -3.368 0.730 -1.791 -0.08
C -2.398 1.675 -2.155 0.12
C -2.276 3.006 -1.634 -0.20
C -3.362 3.658 -0.985 -0.03
C -3.188 4.877 -0.332 -0.05
C -1.923 5.480 -0.293 -0.03
C -0.877 4.935 -1.057 -0.04
C -1.081 3.771 -1.791 -0.01
H -3.402 0.431 -4.501 0.09
H -3.268 -1.336 -4.331 0.11
H -4.864 -0.578 -4.566 0.11
H -5.790 -2.865 -1.504 0.09
H -6.086 -2.102 -3.097 0.11
H -4.580 -3.005 -2.808 0.11
H -3.091 1.963 0.849 0.11
H -4.136 0.934 2.899 0.11
H -5.460 -1.159 2.727 0.11
H -5.885 -2.195 0.446 0.11
H -1.693 1.386 -2.938 0.14
H -4.338 3.173 -0.989 0.13
H -4.034 5.334 0.184 0.12
H -1.766 6.371 0.318 0.12
H 0.098 5.431 -1.060 0.12
H -0.309 3.418 -2.480 0.10
```


Entry from the OMol25 dataset: a molecular structure, C36H38BCl2N9O2PSYb (ωB97M-V with the def2-TZVPD basis set).

⟨S²⟩: 0.75
orbital gap (spin up / spin down): 0.2476 / 0.2471 hartree
net charge: 0
multiplicity: 2
HOMO level (spin up / spin down): -0.2734 / -0.2734 Eh

Geometry as XYZ:
```
91
Properties=species:S:1:pos:R:3:lowdin_charge:R:1
Yb -1.228 0.975 -0.871 1.42
S -2.535 2.065 1.101 0.51
C -2.278 0.895 2.354 -0.83
N -2.567 1.153 3.572 0.05
N -3.111 2.336 3.896 -0.02
C -3.425 2.734 5.183 -0.23
C -3.270 1.844 6.311 -0.02
C -3.569 2.278 7.580 -0.10
C -3.883 3.627 7.792 -0.11
C -4.071 4.473 6.701 -0.09
C -3.818 4.055 5.373 -0.03
N -1.690 -0.345 2.152 0.03
N -1.366 -0.673 1.003 -0.06
C -0.807 -2.010 0.979 -0.25
C -0.195 -2.653 2.085 -0.04
C 0.288 -3.922 1.849 -0.08
C 0.191 -4.523 0.570 -0.11
C -0.326 -3.898 -0.497 -0.06
C -0.914 -2.620 -0.250 -0.03
H -3.430 2.938 3.099 0.08
H -2.934 0.823 6.187 0.10
H -3.505 1.650 8.472 0.11
H -4.036 3.981 8.812 0.10
H -4.346 5.520 6.904 0.10
H -3.884 4.780 4.595 0.10
H -0.068 -2.216 3.115 0.12
H 0.756 -4.472 2.685 0.11
H 0.673 -5.488 0.406 0.11
H -0.240 -4.437 -1.446 0.11
H -1.423 -2.040 -0.988 0.06
B -2.671 0.483 -3.960 -0.38
N -2.730 2.073 -3.593 -0.06
C -3.167 3.151 -4.258 -0.08
C -2.847 4.263 -3.530 -0.07
C -2.299 3.752 -2.383 -0.17
N -2.250 2.430 -2.398 -0.09
N -3.437 -0.199 -2.852 -0.12
C -4.693 -0.655 -2.896 -0.05
C -4.965 -1.284 -1.661 -0.03
C -3.806 -1.085 -0.912 -0.14
N -2.901 -0.430 -1.657 -0.10
H -3.221 0.319 -4.972 0.06
H -1.495 0.086 -3.828 0.08
H -3.512 3.096 -5.301 0.13
H -3.080 5.257 -3.761 0.08
H -1.983 4.268 -1.477 0.11
H -5.241 -0.503 -3.859 0.14
H -5.813 -1.828 -1.275 0.09
H -3.604 -1.458 0.032 0.08
C 1.382 0.513 2.691 -0.30
P 1.207 1.487 1.168 0.79
C 1.201 3.214 1.748 -0.28
C 2.861 1.156 0.482 -0.29
H 2.248 0.747 3.316 0.05
H 1.518 -0.536 2.325 0.01
H 0.467 0.589 3.282 0.02
H 2.133 3.535 2.230 0.05
H 0.419 3.377 2.467 0.03
H 1.029 3.841 0.911 0.02
H 3.544 1.024 1.310 0.02
H 3.096 2.009 -0.164 0.06
H 2.739 0.298 -0.206 0.01
Cl 5.348 -1.906 -3.895 0.71
C 5.624 -1.383 -2.220 -0.53
C 6.832 -0.753 -1.941 -0.11
C 7.204 -0.467 -0.641 -0.11
C 6.328 -0.745 0.360 -0.12
C 5.107 -1.381 0.098 -0.54
Cl 4.023 -1.742 1.444 0.72
C 4.644 -1.635 -1.218 -0.28
N 3.406 -2.243 -1.363 0.07
C 2.704 -2.660 -2.529 -0.23
C 2.712 -4.100 -2.812 0.00
C 1.886 -4.541 -3.835 -0.10
C 1.150 -3.655 -4.616 -0.08
C 1.232 -2.296 -4.387 -0.02
C 2.025 -1.787 -3.371 -0.23
C 2.090 -0.329 -3.175 -0.04
C 1.037 0.256 -2.226 -0.65
O 0.407 -0.538 -1.460 -0.15
O 0.723 1.473 -2.161 -0.12
H 7.490 -0.665 -2.791 0.10
H 8.127 0.050 -0.389 0.11
H 6.533 -0.502 1.406 0.11
H 2.859 -2.268 -0.503 0.08
H 3.225 -4.797 -2.134 0.12
H 1.847 -5.615 -4.002 0.10
H 0.570 -4.037 -5.414 0.09
H 0.649 -1.589 -5.015 0.13
H 2.009 0.119 -4.198 0.15
H 3.089 -0.085 -2.758 0.12
```


Entry from the OMol25 dataset: a molecular structure, C36H38BaCl2N7O4P2 (ωB97M-V with the def2-TZVPD basis set).

orbital gap: 0.1894 hartree
net charge: -1
multiplicity: 1
HOMO level: -0.1479 Eh

Geometry as XYZ:
```
90
Properties=species:S:1:pos:R:3:lowdin_charge:R:1
Ba -0.343 -0.094 -0.861 1.99
Cl -1.901 6.033 -4.328 0.62
C -2.125 4.464 -3.624 -0.71
C -1.235 4.010 -2.677 -0.05
C -1.367 2.748 -2.091 -0.24
N -0.543 2.320 -1.089 -0.15
C 0.627 2.873 -0.808 -0.57
O 1.373 3.573 -1.512 -0.02
C 1.109 2.533 0.576 -0.24
C 1.991 3.417 1.200 -0.01
C 2.433 3.138 2.476 -0.06
C 1.985 1.977 3.093 -0.07
C 1.136 1.145 2.385 -0.17
N 0.710 1.407 1.159 -0.02
C -2.471 1.919 -2.479 -0.23
C -3.359 2.415 -3.442 -0.04
C -3.187 3.661 -4.011 -0.70
Cl -4.308 4.215 -5.211 0.62
N -2.566 0.673 -1.911 -0.08
C -3.644 -0.098 -2.068 -0.50
O -4.710 0.123 -2.652 0.00
C -3.506 -1.453 -1.409 -0.22
C -4.050 -2.557 -2.063 0.00
C -3.931 -3.806 -1.488 -0.06
C -3.336 -3.904 -0.237 -0.07
C -2.867 -2.745 0.357 -0.17
N -2.920 -1.554 -0.220 0.06
H -0.416 4.640 -2.370 0.10
H 2.312 4.289 0.652 0.12
H 3.118 3.800 2.989 0.10
H 2.303 1.722 4.094 0.10
H 0.786 0.211 2.807 0.09
H -4.197 1.808 -3.744 0.09
H -4.541 -2.403 -3.011 0.11
H -4.296 -4.689 -1.995 0.10
H -3.228 -4.859 0.254 0.09
H -2.422 -2.770 1.346 0.10
C 3.612 -1.302 2.581 -0.26
P 2.406 -1.963 1.325 1.04
C 3.716 -2.416 0.120 -0.39
N 4.569 -3.347 0.474 0.13
C 5.601 -3.617 -0.352 -0.20
C 6.555 -4.587 0.003 -0.01
C 7.628 -4.815 -0.818 -0.09
C 7.781 -4.101 -2.014 -0.09
C 6.861 -3.156 -2.394 -0.01
C 5.753 -2.899 -1.567 -0.20
N 4.859 -1.949 -1.912 0.12
C 3.862 -1.698 -1.095 -0.38
P 2.724 -0.318 -1.518 0.97
C 3.723 0.987 -0.671 -0.23
C 3.102 0.051 -3.331 -0.70
C 2.105 1.138 -3.745 -0.09
C 2.822 -1.225 -4.126 -0.10
C 4.528 0.539 -3.594 -0.10
C 1.971 -3.620 2.155 -0.71
C 1.580 -4.614 1.065 -0.10
C 0.739 -3.289 3.002 -0.11
C 3.064 -4.223 3.035 -0.11
H 4.460 -1.976 2.678 0.03
H 3.105 -1.190 3.537 0.03
H 3.959 -0.322 2.257 0.02
H 6.418 -5.128 0.928 0.11
H 8.370 -5.550 -0.539 0.10
H 8.638 -4.303 -2.640 0.10
H 6.964 -2.595 -3.311 0.11
H 4.782 0.876 -0.901 0.05
H 3.576 0.907 0.404 0.02
H 3.362 1.961 -0.996 0.04
H 1.090 0.740 -3.768 0.08
H 2.345 1.509 -4.741 0.09
H 2.130 1.989 -3.067 0.06
H 1.832 -1.609 -3.880 0.06
H 3.562 -1.988 -3.896 0.06
H 2.858 -1.018 -5.195 0.09
H 4.685 1.532 -3.180 0.07
H 4.691 0.596 -4.670 0.08
H 5.253 -0.151 -3.172 0.05
H 0.841 -4.173 0.400 0.05
H 1.152 -5.510 1.515 0.08
H 2.452 -4.902 0.482 0.07
H -0.043 -2.881 2.362 0.06
H 0.984 -2.559 3.774 0.07
H 0.356 -4.182 3.497 0.08
H 3.977 -4.368 2.464 0.05
H 2.731 -5.192 3.407 0.08
H 3.274 -3.597 3.899 0.07
O -0.142 -1.696 -2.564 -0.40
N 0.069 -2.626 -1.769 -0.25
O -0.047 -2.378 -0.551 -0.51
```


So what do the calculations give for strongest force on any atom? Going down the list: 2.6 3.2 1.7 2.9 3.1 eV/A.
So what do the calculations give for electronic energy? Going down the list: -2854.6571 -2198.8811 -1503.2710 -4881.5419 -3707.5928 hartree.
So what do the calculations give for ΔE to the lowest compared entry with this formula, charge and spin? Going down the list: 0.0 0.0 11.6 18.9 62.1 kcal/mol.